{"formula": "H14O7", "method": "ωB97M-V with the def2-TZVPD basis set", "symbols": ["O", "O", "O", "O", "O", "O", "O", "H", "H", "H", "H", "H", "H", "H", "H", "H", "H", "H", "H", "H", "H"], "coordinates": [[1.251692, -1.730807, -0.975701], [1.221015, 1.560593, -1.471159], [3.111028, -3.363112, 0.348340], [-3.880320, 0.760948, -0.650353], [0.206509, -0.225388, 0.974374], [-1.760127, 2.280478, -0.680831], [-0.134154, 0.673790, 3.566155], [0.180900, 0.273751, 2.755635], [0.630453, -2.260956, -1.474939], [-3.769881, -0.144365, -0.940968], [1.759045, -1.265644, -1.640862], [0.665539, -0.728922, 0.302074], [0.053672, 0.023884, 4.243344], [0.743509, 1.673877, -0.649341], [-0.562252, 0.127822, 0.526639], [-2.154781, 2.866144, -1.326955], [-1.437245, 2.863669, 0.006092], [2.395322, -2.878317, -0.062720], [3.399172, -3.981134, -0.323410], [1.068981, 2.374622, -1.951238], [-2.988077, 1.099067, -0.574174]], "forces_ev_per_a": [[0.0, -0.3, -0.2], [0.3, -0.2, -0.2], [0.4, -0.3, 0.3], [-0.6, -0.4, -0.1], [-0.2, 0.6, 0.5], [0.7, 0.1, 0.0], [-0.2, 0.4, 0.5], [0.1, -0.2, -0.6], [-0.3, -0.2, -0.1], [-0.2, -0.2, 0.0], [0.3, 0.5, -0.2], [0.3, -0.4, -0.4], [0.0, -0.1, 0.2], [-0.1, -0.1, 0.3], [-0.3, 0.1, 0.0], [-0.2, 0.1, -0.3], [0.0, 0.1, 0.4], [-0.3, 0.3, -0.1], [0.1, -0.2, -0.1], [0.0, 0.1, -0.2], [0.3, 0.3, 0.2]], "orbital_gap_ev": 10.57, "lumo_energy_ev": 0.0, "de_lowest_kcal_mol": 36.6}